The following is a quantum chemistry calculation of C36H37F12N4O11PS7SiW as an isolated structure in a non-equilibrium geometry, from OMol25.

Cartesian coordinates (Å):
W 0.022 -0.202 0.250
F -3.632 -1.130 -3.566
C -3.469 -0.212 -2.626
F -4.312 0.784 -2.834
F -3.701 -0.738 -1.439
S -1.743 0.598 -2.603
O -1.450 0.372 -1.158
O -2.080 1.929 -2.970
N -0.498 0.100 -3.386
S 0.318 -1.242 -3.085
O 0.343 -1.505 -1.648
O 1.520 -1.276 -3.834
C -0.676 -2.672 -3.668
F -1.847 -2.672 -3.035
F -0.895 -2.582 -4.974
F -0.033 -3.793 -3.388
O 2.086 -3.876 -0.296
C 3.403 -3.562 -0.190
C 4.395 -4.537 -0.198
C 5.730 -4.172 -0.179
C 6.092 -2.831 -0.159
C 5.104 -1.864 -0.138
C 3.756 -2.213 -0.127
C 2.728 -1.150 -0.130
O 1.639 -1.306 0.609
N 2.929 -0.119 -0.854
N 1.807 0.728 -0.918
C 2.007 1.574 -1.884
S 3.519 1.566 -2.764
C 3.126 3.023 -3.764
C 1.635 3.010 -4.015
S 0.847 2.740 -2.412
H 1.976 -4.831 -0.364
H 4.111 -5.583 -0.234
H 6.491 -4.941 -0.203
H 7.135 -2.544 -0.156
H 5.357 -0.812 -0.134
H 3.690 2.940 -4.693
H 3.432 3.911 -3.211
H 1.341 2.192 -4.675
H 1.259 3.956 -4.402
F -1.469 4.637 -0.922
C -0.344 5.197 -0.454
F 0.389 5.601 -1.482
F -0.687 6.249 0.272
S 0.501 3.919 0.660
O -0.131 2.652 0.321
O 0.165 4.424 1.967
N 2.016 3.809 0.349
S 2.977 5.065 0.199
O 2.337 6.312 0.496
O 3.787 4.936 -0.972
C 4.130 4.744 1.600
F 4.578 3.485 1.564
F 3.508 4.930 2.763
F 5.171 5.568 1.525
C 1.810 1.903 3.063
P 0.891 0.390 2.653
C 2.096 -0.793 3.336
C -0.382 0.302 3.957
C -0.836 1.441 4.617
C -1.839 1.349 5.574
C -2.392 0.115 5.886
C -1.944 -1.025 5.231
C -0.954 -0.931 4.265
H 1.257 2.817 2.873
H 2.711 1.925 2.448
H 2.087 1.854 4.116
H 2.337 -0.477 4.352
H 3.003 -0.786 2.731
H 1.699 -1.799 3.358
H -0.399 2.408 4.398
H -2.179 2.242 6.083
H -3.172 0.042 6.633
H -2.362 -1.995 5.473
H -0.627 -1.829 3.753
C -2.620 3.023 1.945
S -2.749 1.543 0.956
C -4.101 0.815 1.849
O -1.575 0.622 1.389
H -3.636 3.330 2.189
H -2.129 3.802 1.379
H -2.051 2.794 2.841
H -4.255 -0.187 1.462
H -4.987 1.422 1.664
H -3.849 0.787 2.911
C -5.712 -3.215 1.117
C -4.976 -2.659 2.154
C -3.617 -2.425 1.991
C -2.952 -2.752 0.807
C -3.713 -3.321 -0.216
C -5.076 -3.544 -0.071
Si -1.067 -2.554 0.630
C -0.494 -3.757 2.014
C 0.837 -3.808 2.439
C 1.269 -4.688 3.422
C 0.370 -5.564 4.012
C -0.948 -5.564 3.584
C -1.369 -4.679 2.600
H -6.771 -3.402 1.238
H -5.461 -2.408 3.090
H -3.055 -2.003 2.818
H -3.230 -3.600 -1.145
H -5.641 -3.976 -0.887
H -0.859 -3.461 -0.533
H 1.557 -3.162 1.963
H 2.310 -4.690 3.723
H 0.695 -6.248 4.786
H -1.658 -6.260 4.015
H -2.403 -4.720 2.285

- HOMO (alpha / beta) (eV) = -7.77 / -7.89
- LUMO level (alpha / beta) (eV) = -0.491 / -0.622
- relative energy (zero: lowest compared OMol25 entry of this formula, charge and spin) (eV) = 2.538